No. 1
{"formula": "C18H54NO13S", "method": "the ωB97M-V functional and the def2-TZVPD basis", "total_charge": 1, "orbital_gap_ev": 6.711, "e_homo_ev": -11.29, "total_energy_ev": -58468.9648, "multiplicity": 1, "e_lumo_ev": -4.580, "species": ["C", "C", "C", "C", "S", "C", "C", "C", "O", "O", "N", "C", "O", "H", "H", "H", "H", "H", "H", "H", "H", "H", "H", "H", "H", "H", "H", "C", "O", "H", "H", "H", "H", "C", "O", "H", "H", "H", "H", "C", "O", "H", "H", "H", "H", "C", "O", "H", "H", "H", "H", "C", "O", "H", "H", "H", "H", "C", "O", "H", "H", "H", "H", "C", "O", "H", "H", "H", "H", "C", "O", "H", "H", "H", "H", "C", "O", "H", "H", "H", "H", "C", "O", "H", "H", "H", "H"], "xyz": [[3.7982, 0.4444, 3.2768], [3.8778, -1.0177, 2.5382], [5.4129, -1.5052, 2.3502], [2.9462, -2.1339, 3.3012], [1.8908, -3.1249, 2.1387], [0.0777, -2.9446, 2.4860], [-0.3838, -1.4579, 2.8977], [-0.4270, -0.4098, 1.6837], [-0.7952, -0.6742, 0.4917], [-0.0525, 0.9549, 2.0127], [2.2458, -4.7978, 2.5230], [2.9642, -5.3508, 1.5453], [3.6532, -5.9735, 0.7309], [4.6340, 0.5317, 4.0649], [2.7475, 0.5385, 3.7514], [3.9177, 1.2223, 2.4244], [3.4391, -0.8491, 1.4813], [5.7017, -2.3918, 3.0483], [5.5732, -1.9069, 1.2738], [6.1871, -0.6669, 2.5756], [2.3734, -1.6832, 4.2022], [3.7077, -2.8803, 3.7734], [-0.5744, -3.3631, 1.6176], [-0.1710, -3.6283, 3.3979], [-1.4677, -1.5327, 3.3130], [0.2863, -1.1051, 3.7794], [0.6690, 1.2611, 1.4000], [1.9934, -0.6609, -2.4087], [1.8503, -1.7100, -1.4611], [2.8525, -0.8757, -3.0454], [1.0936, -0.5971, -3.0250], [2.1570, 0.2857, -1.8876], [1.0828, -1.4940, -0.9116], [-0.5100, 3.5036, -0.0334], [0.6174, 2.7030, -0.3622], [-1.2506, 2.8813, 0.4702], [-0.2025, 4.3125, 0.6340], [-0.9451, 3.9168, -0.9450], [1.2554, 3.2786, -0.8058], [-3.9417, 4.2916, -0.9210], [-3.0007, 5.3241, -0.6624], [-3.8309, 3.5147, -0.1630], [-4.9543, 4.6990, -0.8766], [-3.7538, 3.8630, -1.9088], [-3.1210, 5.9965, -1.3469], [3.0132, 4.0936, 2.1015], [2.6603, 2.8621, 2.7161], [4.0550, 4.0427, 1.7821], [2.3759, 4.2659, 1.2307], [2.8945, 4.9095, 2.8182], [1.7344, 2.9350, 2.9890], [-6.7820, 6.9542, -2.8862], [-6.9414, 5.9142, -1.9319], [-5.9229, 6.7250, -3.5188], [-7.6796, 7.0236, -3.5061], [-6.6093, 7.9013, -2.3701], [-7.7067, 6.1428, -1.3870], [-5.2737, 10.6633, -1.7836], [-5.4973, 9.4061, -1.1629], [-6.2244, 11.0467, -2.1561], [-4.8613, 11.3653, -1.0548], [-4.5801, 10.5427, -2.6196], [-4.6411, 9.0903, -0.8430], [2.5994, -8.9003, 3.1270], [2.2783, -7.6769, 3.7743], [2.6766, -9.6867, 3.8782], [1.8119, -9.1574, 2.4143], [3.5560, -8.8019, 2.6075], [2.2159, -6.9985, 3.0890], [-2.2758, -1.7868, -2.0634], [-2.2189, -1.8680, -3.4780], [-2.5355, -0.7669, -1.7778], [-3.0386, -2.4737, -1.6861], [-1.3004, -2.0430, -1.6418], [-1.9868, -2.7800, -3.7022], [-3.3317, -5.1441, -3.9794], [-2.4013, -5.1943, -5.0491], [-3.3322, -4.1381, -3.5590], [-4.3318, -5.3809, -4.3504], [-3.0406, -5.8595, -3.2055], [-2.4208, -6.0939, -5.4029], [3.7184, -4.8376, -2.3555], [4.6387, -4.8527, -3.4340], [3.7065, -3.8393, -1.9149], [2.7183, -5.0827, -2.7226], [4.0274, -5.5632, -1.5993], [4.6295, -5.7457, -3.8049]], "forces_ev_per_a": [[-0.054, -1.247, -0.759], [-0.149, 0.629, -0.460], [0.251, -0.714, -0.103], [1.778, 0.372, 1.787], [0.349, -0.004, -0.430], [-2.110, -0.608, 1.486], [0.099, 0.264, 0.321], [-0.439, 1.222, -3.863], [1.918, 0.455, 5.705], [0.219, -3.259, -0.090], [2.122, -0.713, -3.729], [1.980, -1.806, -1.846], [-4.655, 4.037, 5.582], [-1.455, -0.054, -1.188], [1.829, 0.184, -0.740], [-0.124, -1.422, 1.955], [0.600, -0.379, 1.633], [-0.645, 1.559, -1.010], [-0.177, 0.826, 1.790], [-1.595, -1.349, -0.551], [0.592, -0.809, -1.748], [-1.676, 0.858, -0.894], [1.727, 0.833, 1.094], [0.669, 1.177, -1.513], [1.858, 0.001, -0.780], [-1.276, -0.257, -1.728], [-1.068, -0.113, -0.075], [-0.172, 0.193, -0.056], [-0.082, -0.317, 0.610], [-0.090, -0.089, 0.133], [0.106, 0.149, -0.090], [-0.001, 0.103, -0.188], [0.106, -0.025, -0.273], [-0.110, 0.296, -0.207], [0.582, -0.371, 0.127], [0.153, 0.003, -0.083], [-0.251, 0.099, 0.008], [-0.128, 0.081, 0.237], [-0.147, -0.291, 0.088], [-0.249, 0.155, -0.167], [0.274, 0.336, -0.029], [0.098, 0.130, -0.032], [-0.052, -0.234, -0.091], [-0.168, -0.181, 0.033], [0.024, -0.181, 0.262], [-0.224, 0.184, 0.048], [-0.551, 0.236, -0.012], [-0.107, -0.087, 0.081], [0.112, 0.175, -0.038], [0.103, 0.123, -0.173], [0.257, -0.029, -0.007], [-0.289, 0.279, 0.126], [-0.092, -0.257, 0.288], [-0.087, -0.096, 0.088], [0.118, 0.090, -0.187], [0.040, -0.017, -0.270], [0.278, -0.115, -0.127], [0.220, -0.035, 0.073], [0.167, -0.160, 0.203], [0.072, -0.127, 0.083], [-0.026, 0.174, -0.167], [-0.033, 0.235, -0.069], [-0.336, 0.029, -0.018], [-0.001, 0.041, -0.209], [-0.002, 0.400, -0.028], [-0.030, 0.186, -0.034], [0.100, -0.214, -0.029], [0.008, -0.245, -0.044], [-0.170, -0.332, 0.478], [0.087, -0.219, -0.295], [0.046, -0.096, -0.071], [0.053, -0.109, -0.100], [-0.008, 0.052, 0.271], [-0.075, 0.053, 0.227], [0.039, 0.356, -0.164], [0.004, -0.353, -0.162], [0.170, -0.070, -0.081], [-0.093, -0.119, -0.121], [-0.096, 0.086, 0.253], [-0.189, 0.054, 0.164], [0.078, 0.335, 0.011], [0.106, -0.226, -0.223], [0.081, -0.111, -0.085], [0.010, -0.041, -0.140], [-0.132, 0.070, 0.235], [-0.149, 0.037, 0.074], [0.079, 0.326, 0.021]], "mulliken_charge": [-1.21, 1.13, -1.22, -1.10, 0.52, -0.74, -0.54, 0.50, -0.44, -0.44, -0.60, 0.92, -0.38, 0.34, 0.20, 0.30, 0.01, 0.31, 0.26, 0.35, 0.44, 0.47, 0.38, 0.48, 0.42, 0.20, 0.27, -0.61, -0.26, 0.28, 0.29, 0.21, 0.11, -0.62, -0.43, 0.14, 0.33, 0.39, 0.25, -0.52, -0.51, 0.25, 0.22, 0.27, 0.28, -0.60, -0.35, 0.28, 0.16, 0.30, 0.22, -0.40, -0.49, 0.21, 0.30, 0.13, 0.28, -0.56, -0.49, 0.22, 0.27, 0.26, 0.27, -0.55, -0.44, 0.24, 0.27, 0.25, 0.27, -0.39, -0.51, 0.26, 0.34, 0.07, 0.28, -0.37, -0.51, 0.04, 0.28, 0.23, 0.30, -0.32, -0.53, 0.08, 0.27, 0.20, 0.31]}

No. 2
{"formula": "C18H54O18", "method": "the ωB97M-V functional and the def2-TZVPD basis", "orbital_gap_ev": 9.741, "e_homo_ev": -9.63, "total_energy_ev": -56381.8167, "de_lowest_kcal_mol": 256.75, "multiplicity": 1, "e_lumo_ev": 0.111, "smiles": "OCCO.OCCO.OCCO.OCCO.OCCO.OCCO.OCCO.OCCO.OCCO", "species": ["O", "C", "C", "O", "H", "H", "H", "H", "H", "H", "O", "C", "C", "O", "H", "H", "H", "H", "H", "H", "O", "C", "C", "O", "H", "H", "H", "H", "H", "H", "O", "C", "C", "O", "H", "H", "H", "H", "H", "H", "O", "C", "C", "O", "H", "H", "H", "H", "H", "H", "O", "C", "C", "O", "H", "H", "H", "H", "H", "H", "O", "C", "C", "O", "H", "H", "H", "H", "H", "H", "O", "C", "C", "O", "H", "H", "H", "H", "H", "H", "O", "C", "C", "O", "H", "H", "H", "H", "H", "H"], "xyz": [[-49.1988, -0.4251, -48.7104], [-48.9163, 0.7998, -49.4303], [-49.4680, 2.0780, -48.7004], [-48.5857, 2.2343, -47.5853], [-48.9604, -1.3868, -49.2526], [-47.8164, 0.7780, -49.7982], [-49.3868, 0.6191, -50.2862], [-50.4794, 1.7402, -48.5427], [-49.4918, 2.8789, -49.2583], [-48.9024, 1.7240, -46.8240], [-51.8598, 1.0678, -51.9639], [-53.1549, 1.1515, -52.4512], [-53.6095, 0.2119, -53.6462], [-54.9702, 0.4998, -53.9690], [-51.5914, 1.8360, -51.3598], [-53.8612, 0.7519, -51.5016], [-53.4373, 2.1527, -52.8048], [-53.5996, -0.7646, -53.3425], [-53.0072, 0.2937, -54.5702], [-55.3820, -0.0995, -53.4461], [-49.4370, 2.9046, -52.0538], [-48.0820, 2.5563, -52.3360], [-47.7697, 2.9433, -53.7855], [-47.5331, 4.3394, -53.5598], [-49.3670, 3.8158, -52.3866], [-47.4229, 3.0205, -51.5275], [-48.1415, 1.5296, -52.0576], [-48.4885, 2.6970, -54.6558], [-46.8261, 2.4420, -54.1866], [-46.5805, 4.5891, -53.3863], [-46.0401, 8.1590, -56.7936], [-45.9902, 6.9910, -57.5346], [-45.4812, 5.7954, -56.6181], [-45.3890, 4.6809, -57.4316], [-46.3491, 8.9603, -57.2799], [-47.0894, 6.7652, -57.8093], [-45.5488, 7.2145, -58.5120], [-46.2914, 5.7364, -55.7900], [-44.6324, 5.9425, -56.0081], [-44.6499, 4.7671, -58.0144], [-48.1767, -0.8003, -53.4646], [-48.7183, -0.8376, -54.7782], [-50.2189, -0.4197, -54.6532], [-50.3594, 1.0205, -54.6072], [-47.2262, -1.1017, -53.5328], [-48.3686, -0.0712, -55.5425], [-48.6427, -1.7795, -55.2582], [-50.5628, -1.0268, -53.7765], [-50.7739, -0.9165, -55.4920], [-50.1039, 1.4042, -53.8787], [-43.9473, -0.2558, -51.2050], [-44.7270, -1.2693, -51.9371], [-44.9734, -0.5186, -53.3356], [-45.5735, -1.4551, -54.1592], [-43.5524, -0.8401, -50.6042], [-44.0693, -2.0818, -52.3461], [-45.6084, -1.5061, -51.3991], [-44.0991, -0.0083, -53.8369], [-45.5947, 0.3645, -53.1151], [-45.2637, -1.2100, -55.1897], [-52.8073, 5.5624, -54.1367], [-52.1697, 5.1496, -53.0413], [-51.2309, 6.2417, -52.7125], [-50.4721, 5.8533, -51.4735], [-53.5417, 6.2616, -53.7981], [-52.9025, 4.8020, -52.2447], [-51.7915, 4.1004, -53.5100], [-51.5216, 7.1458, -52.4336], [-50.4187, 6.6537, -53.4255], [-51.0446, 5.5960, -50.8360], [-45.0464, 5.1978, -52.3792], [-43.8621, 4.3682, -52.4762], [-44.1769, 3.0747, -51.8718], [-43.0729, 2.2057, -51.9873], [-45.0528, 5.8771, -52.8492], [-43.6699, 4.3389, -53.5962], [-42.7682, 4.7762, -52.2545], [-45.2028, 2.6751, -52.2557], [-44.3085, 3.1065, -50.9302], [-43.4423, 1.3372, -51.6732], [-46.4155, 8.3904, -53.4916], [-47.6131, 8.0742, -52.8712], [-47.2662, 8.1494, -51.3919], [-48.2802, 7.8618, -50.4846], [-46.5553, 8.1788, -54.3636], [-48.3732, 8.7735, -53.3813], [-47.9328, 7.0800, -53.2189], [-47.0921, 9.1666, -51.3046], [-46.4937, 7.4377, -51.2195], [-49.0074, 7.2447, -50.7369]], "forces_ev_per_a": [[0.889, -3.426, -0.563], [2.805, -0.474, 0.688], [2.093, -7.160, 2.371], [-0.982, 0.698, 0.652], [-0.907, 4.833, 1.933], [-1.279, 0.706, 1.321], [-2.407, 0.162, -3.995], [-0.644, 0.294, 1.085], [0.373, 4.220, -3.047], [0.055, 0.125, -0.502], [1.635, 0.886, 0.570], [-2.920, -1.193, 1.670], [1.124, 2.579, -0.500], [2.378, 2.658, -1.922], [-0.833, -1.525, -1.610], [1.079, 1.441, -2.455], [-0.036, -0.017, 0.494], [0.559, -2.682, 0.849], [-0.109, 0.344, 0.628], [-2.780, -2.492, 2.251], [0.259, 1.572, -0.618], [-0.686, -1.662, 1.199], [2.395, -0.467, -0.071], [0.381, 1.358, -1.551], [-1.189, 0.353, 0.569], [-0.341, -0.136, -1.592], [0.790, -1.309, -0.563], [0.409, 0.811, 1.959], [-0.800, 0.479, 0.778], [-1.289, -0.980, 0.046], [0.147, 2.247, 1.220], [-2.337, -0.606, -0.249], [-2.825, 1.945, -0.219], [-0.956, -1.382, 0.577], [0.373, -1.341, 0.328], [1.525, -0.430, 0.284], [0.859, -0.758, 0.199], [0.828, -0.652, -1.639], [1.604, 0.735, 0.114], [0.711, 0.183, -0.438], [1.404, -0.253, -0.696], [-1.626, 2.470, -0.403], [0.948, -1.111, 0.494], [-2.655, -4.771, -7.178], [-1.441, 0.363, -0.141], [0.543, -0.600, 1.136], [0.151, -1.284, -0.181], [-0.146, 1.230, -0.086], [0.305, 1.340, 0.279], [2.088, 2.619, 6.794], [-1.591, -1.130, -1.186], [2.699, 2.773, -3.948], [0.346, 1.280, 1.874], [0.937, 0.396, -5.339], [1.509, -0.423, 2.013], [-0.659, 0.117, 1.411], [-0.825, -0.542, 0.221], [-0.146, -1.160, 1.071], [-0.500, -0.272, -0.136], [-1.578, -1.165, 4.198], [-5.843, 4.096, -1.811], [0.723, -3.990, -0.286], [5.366, -2.721, 1.731], [3.227, 1.372, -4.066], [2.432, -2.245, -1.680], [1.082, 0.758, -0.194], [0.501, 2.231, 1.949], [-3.263, 3.780, 0.997], [-1.107, -2.014, 0.358], [-2.968, -1.206, 3.009], [0.493, -9.595, 7.393], [1.788, 2.429, -3.482], [-0.504, -1.780, -5.448], [-0.554, -1.384, -0.657], [0.607, 9.526, -6.461], [-0.413, -0.973, 0.888], [-2.537, -0.233, 0.956], [1.739, 0.399, -0.072], [-1.436, 1.259, 7.009], [0.967, 0.758, -0.378], [1.952, 0.607, 2.101], [-1.706, -0.237, -1.208], [-2.596, -1.379, -1.347], [-1.925, -0.280, 1.046], [0.135, -0.477, -3.578], [0.345, -0.531, 1.781], [-0.047, -0.225, 0.543], [1.401, 1.851, 0.893], [1.293, 0.011, -0.020], [1.138, 0.374, -0.414]], "mulliken_charge": [-0.67, 0.49, -0.49, -0.56, 0.35, -0.03, 0.07, 0.31, 0.27, 0.34, -0.42, -0.13, -0.50, -0.52, 0.24, 0.18, 0.24, 0.43, 0.08, 0.32, 0.11, -0.53, -0.11, -0.40, -0.06, 0.43, 0.14, 0.34, 0.10, 0.13, -0.52, -0.39, 0.18, -0.51, 0.29, 0.24, 0.39, -0.22, 0.27, 0.32, -0.49, -0.58, -0.52, -0.45, 0.27, 0.22, 0.60, 0.25, 0.42, 0.17, -0.49, -0.46, 0.04, -0.62, 0.25, 0.32, 0.34, 0.57, -0.26, 0.37, -0.56, 0.07, -0.49, -0.44, 0.33, 0.27, -0.15, 0.71, 0.09, 0.16, -0.40, -0.57, 0.00, -0.66, 0.17, 0.17, 0.35, -0.13, 0.49, 0.42, -0.50, 0.09, -0.32, -0.60, 0.23, 0.31, -0.10, 0.35, 0.22, 0.33]}